ORCA calculation (ωB97M-V/def2-TZVPD) on C50H56BCsN15O3 as an isolated structure.

Results
calculated total energy: -82479.5344 eV
HOMO: -2.632 eV
maximum force: 0.43 eV/Å
charge: -1
spin multiplicity: 1

Cartesian coordinates (Å):
1 Cs 0.130 -0.281 -0.979
2 C -3.836 -2.543 -3.035
3 C -2.607 -2.686 -2.364
4 N -1.487 -2.165 -2.798
5 C -1.485 -1.415 -3.930
6 C -2.691 -1.159 -4.643
7 C -3.870 -1.773 -4.159
8 C -2.696 -0.347 -5.794
9 C -1.500 0.180 -6.221
10 C -0.296 -0.084 -5.573
11 C -0.209 -0.883 -4.414
12 N 0.897 -1.103 -3.691
13 C 2.145 -0.963 -4.217
14 C 2.492 -1.319 -5.521
15 C 3.799 -1.210 -6.014
16 C 4.819 -0.735 -5.236
17 C 4.540 -0.381 -3.896
18 C 5.546 0.121 -3.035
19 C 5.246 0.452 -1.749
20 C 3.920 0.263 -1.306
21 N 2.962 -0.201 -2.070
22 C 3.232 -0.513 -3.367
23 H -4.720 -3.044 -2.659
24 H -2.558 -3.268 -1.447
25 H -4.794 -1.619 -4.707
26 H -3.626 -0.157 -6.317
27 H -1.481 0.825 -7.094
28 H 0.608 0.373 -5.950
29 H 1.716 -1.702 -6.170
30 H 3.995 -1.506 -7.039
31 H 5.827 -0.629 -5.618
32 H 6.551 0.241 -3.425
33 H 5.988 0.857 -1.074
34 H 3.653 0.523 -0.285
35 C 2.531 -1.543 6.196
36 N 3.233 -0.395 6.744
37 C 2.762 0.819 7.064
38 N 3.678 1.514 7.703
39 C 4.726 0.660 7.742
40 N 4.501 -0.519 7.198
41 C 1.565 -2.109 7.211
42 C 2.059 -2.767 8.333
43 C 1.194 -3.219 9.319
44 C -0.171 -3.024 9.191
45 C -0.668 -2.377 8.065
46 C 0.201 -1.922 7.076
47 C -2.108 -2.187 7.927
48 N -3.029 -2.322 8.821
49 N -4.235 -2.046 8.182
50 C -3.940 -1.753 6.960
51 O -2.609 -1.816 6.730
52 C -4.830 -1.415 5.855
53 C -6.114 -0.954 6.130
54 C -6.952 -0.619 5.078
55 C -6.511 -0.748 3.767
56 C -5.234 -1.229 3.494
57 C -4.814 -1.410 2.053
58 N -3.414 -1.706 1.879
59 C -2.342 -0.901 1.891
60 N -1.245 -1.605 1.721
61 C -1.710 -2.876 1.621
62 N -3.018 -2.992 1.703
63 C -4.396 -1.554 4.543
64 H 3.310 -2.264 5.957
65 H 2.028 -1.260 5.272
66 H 1.766 1.149 6.814
67 H 5.673 0.904 8.197
68 H 3.129 -2.905 8.438
69 H 1.585 -3.725 10.191
70 H -0.862 -3.371 9.947
71 H -0.196 -1.415 6.204
72 H -6.434 -0.853 7.158
73 H -7.948 -0.247 5.279
74 H -7.168 -0.476 2.949
75 H -5.050 -0.511 1.480
76 H -5.349 -2.255 1.618
77 H -2.404 0.169 2.000
78 H -1.073 -3.732 1.468
79 H -3.401 -1.933 4.347
80 N 0.812 0.742 2.703
81 C 0.398 2.129 2.961
82 C 1.588 2.975 3.406
83 C 2.394 3.569 2.245
84 N 2.776 2.627 1.195
85 H 0.099 0.230 2.204
86 H 0.953 0.248 3.578
87 H -0.403 2.191 3.712
88 H 0.002 2.521 2.017
89 H 2.250 2.358 4.029
90 H 1.239 3.797 4.041
91 H 3.286 4.052 2.661
92 H 1.798 4.357 1.773
93 H 2.864 1.703 1.605
94 H 1.991 2.561 0.533
95 C -6.292 -0.546 -1.613
96 N -5.206 0.341 -1.988
97 C -5.563 1.498 -2.800
98 C -4.185 0.447 -1.145
99 N -3.285 0.511 -0.419
100 H -6.788 -0.897 -2.519
101 H -7.032 -0.039 -0.981
102 H -5.893 -1.408 -1.084
103 H -6.074 1.142 -3.695
104 H -4.664 2.026 -3.099
105 H -6.224 2.182 -2.257
106 C -1.132 6.214 -0.372
107 C -1.898 4.959 -0.786
108 C -3.388 5.169 -0.564
109 O -1.444 3.880 0.048
110 B -0.413 3.141 -0.605
111 O -0.382 3.631 -1.941
112 C -1.517 4.464 -2.200
113 C -1.132 5.555 -3.185
114 C -2.587 3.567 -2.817
115 H -1.287 6.375 0.696
116 H -1.471 7.101 -0.913
117 H -0.064 6.075 -0.541
118 H -3.557 5.531 0.451
119 H -3.935 4.234 -0.684
120 H -3.788 5.909 -1.265
121 H -0.266 6.114 -2.834
122 H -1.962 6.251 -3.344
123 H -0.875 5.101 -4.143
124 H -2.851 2.789 -2.100
125 H -2.176 3.083 -3.705
126 H -3.481 4.132 -3.102



ORCA calculation (ωB97M-V/def2-TZVPD) on C50H56F9N5O2P2Sr as an isolated structure.

Results
calculated total energy: -108172.2126 eV
HOMO: -6.862 eV
maximum force: 4.60 eV/Å
spin multiplicity: 1

Cartesian coordinates (Å):
1 Sr 14.998 7.417 16.021
2 C 12.885 12.511 21.620
3 C 13.503 11.691 20.556
4 C 14.772 11.989 20.057
5 C 15.441 11.226 19.154
6 C 14.985 9.960 18.760
7 N 15.659 9.112 17.941
8 C 16.901 9.639 17.529
9 C 18.079 9.501 18.234
10 C 19.236 10.035 17.795
11 C 19.335 10.465 16.465
12 C 20.544 10.871 15.685
13 C 18.148 10.614 15.741
14 C 16.968 10.267 16.270
15 N 15.819 10.640 15.459
16 C 15.428 11.848 15.154
17 C 14.292 11.790 14.381
18 C 14.023 10.431 14.331
19 N 14.944 9.718 14.999
20 C 13.741 9.598 19.300
21 C 12.995 10.480 20.168
22 N 13.355 8.249 19.168
23 C 13.168 7.458 20.315
24 C 12.947 6.178 19.846
25 C 12.838 6.364 18.467
26 N 13.040 7.591 18.066
27 H 11.970 13.081 21.397
28 H 13.548 13.355 21.957
29 H 12.554 11.944 22.462
30 H 15.134 12.882 20.552
31 H 16.427 11.430 18.778
32 H 18.108 9.059 19.195
33 H 20.161 9.966 18.382
34 H 20.576 10.404 14.659
35 H 21.514 10.681 16.132
36 H 20.474 11.971 15.545
37 H 18.241 10.912 14.675
38 H 16.024 12.705 15.282
39 H 13.713 12.587 13.893
40 H 13.188 9.948 13.889
41 H 12.037 10.160 20.563
42 H 13.265 7.964 21.264
43 H 12.812 5.239 20.361
44 H 12.431 5.568 17.816
45 O 10.100 6.177 20.643
46 H 9.916 6.490 21.540
47 H 11.073 6.156 20.694
48 O 24.383 3.205 20.404
49 H 24.096 3.567 21.238
50 H 24.418 4.076 19.934
51 H 26.109 13.468 9.078
52 F 21.078 15.193 11.925
53 C 22.256 15.168 12.555
54 F 22.519 16.346 13.070
55 F 22.207 14.156 13.500
56 C 23.342 14.828 11.487
57 C 24.662 15.058 11.727
58 C 25.653 14.672 10.849
59 C 25.368 13.872 9.761
60 C 23.995 13.536 9.613
61 C 22.998 13.979 10.444
62 P 16.166 6.028 13.676
63 C 17.026 6.725 12.242
64 C 17.248 5.944 11.039
65 C 17.600 6.547 9.886
66 C 18.020 7.916 9.825
67 C 17.803 8.716 10.924
68 C 17.308 8.112 12.121
69 C 18.247 8.628 8.499
70 F 17.391 8.183 7.549
71 F 19.475 8.332 7.922
72 F 18.208 9.917 8.514
73 C 17.476 5.975 14.991
74 C 18.669 6.616 14.998
75 C 19.468 6.652 16.174
76 C 19.038 6.080 17.384
77 C 17.745 5.461 17.404
78 C 17.068 5.326 16.179
79 C 20.034 6.040 18.503
80 F 20.557 4.778 18.551
81 F 19.474 6.323 19.744
82 F 21.015 6.932 18.357
83 H 24.967 15.842 12.536
84 H 26.717 15.084 11.076
85 H 23.744 12.852 8.847
86 H 21.953 13.731 10.379
87 H 16.993 4.892 11.096
88 H 17.549 5.985 8.961
89 H 18.038 9.764 10.973
90 H 16.941 8.725 13.009
91 H 19.035 7.041 14.086
92 H 20.433 7.021 16.033
93 H 17.338 4.947 18.300
94 H 16.332 4.560 16.252
95 C 11.001 11.074 12.402
96 C 11.857 10.915 11.187
97 C 12.441 12.278 10.758
98 P 11.175 10.071 9.661
99 C 11.403 8.336 10.496
100 C 12.989 8.065 10.475
101 C 10.684 7.228 9.737
102 C 9.466 10.593 9.374
103 C 9.000 12.013 9.759
104 C 9.357 10.428 7.784
105 H 10.396 10.268 12.628
106 H 10.549 12.042 12.392
107 H 11.697 11.186 13.312
108 H 12.709 10.294 11.411
109 H 13.208 12.296 10.058
110 H 12.786 12.601 11.826
111 H 11.741 13.043 10.471
112 H 11.051 8.410 11.520
113 H 13.182 7.697 11.480
114 H 13.492 8.968 10.369
115 H 13.355 7.300 9.819
116 H 10.915 7.218 8.666
117 H 9.603 7.237 9.826
118 H 11.105 6.255 10.063
119 H 8.787 9.864 9.845
120 H 9.432 12.873 9.219
121 H 9.290 12.029 10.930
122 H 7.962 12.095 9.555
123 H 9.775 9.466 7.358
124 H 9.646 11.394 7.387
125 H 8.303 10.214 7.502



Summary of E_LUMO in eV
1.2786 -0.2075
(order as listed above)
Summary of ΔE to the lowest compared entry with this formula, charge and spin in kcal/mol
21.08 0.00
(order as listed above)
Summary of Kohn-Sham gap in hartree
0.1437 0.2445
(order as listed above)